The following is a DFT calculation (ωB97M-V with the def2-TZVPD basis set) of a 2-piece molecular cluster, C56H71N4 overall at a distorted geometry.

Maximum force in eV Å⁻¹: 2.813
Highest occupied orbital energy in eV: -8.4
Charge: +1

Each line ends with the Löwdin charge.
Cartesian coordinates (Å):
1 C 1.682 2.027 -0.636  -0.030
2 C 1.995 3.006 0.484  -0.513
3 C 3.419 2.713 0.985  -0.055
4 C 2.059 4.444 -0.015  -0.041
5 C 0.941 2.773 1.581  -0.071
6 C 1.339 1.835 2.532  -0.077
7 C 0.705 1.743 3.758  -0.064
8 C -0.412 2.545 3.962  -0.034
9 C -1.022 3.240 2.921  -0.076
10 C -2.317 3.980 3.334  -0.536
11 C -3.396 3.946 2.272  -0.053
12 C -1.913 5.405 3.721  -0.031
13 C -3.022 3.364 4.555  -0.073
14 C -0.360 3.346 1.661  -0.055
15 N -1.003 3.911 0.481  0.011
16 C -1.207 5.349 0.236  -0.111
17 C -2.102 5.392 -0.988  -0.090
18 N -2.075 4.019 -1.524  0.005
19 C -2.653 3.748 -2.837  -0.065
20 C -1.953 4.150 -4.018  -0.076
21 C -0.509 4.721 -4.125  -0.530
22 C 0.177 4.240 -5.407  -0.064
23 C 0.433 4.303 -3.014  -0.049
24 C -0.608 6.243 -4.243  -0.033
25 C -2.633 4.125 -5.244  -0.047
26 C -3.842 3.464 -5.421  -0.047
27 C -4.418 2.890 -4.294  -0.048
28 C -3.979 3.249 -3.002  -0.077
29 C -5.094 3.290 -1.936  -0.524
30 C -6.174 2.244 -2.206  -0.056
31 C -5.726 4.696 -1.995  -0.021
32 C -4.632 3.023 -0.530  -0.061
33 C -1.508 3.175 -0.581  -0.243
34 C -1.582 1.777 -0.503  -0.048
35 C -2.037 0.926 -1.584  -0.241
36 C -1.521 0.895 -2.908  -0.042
37 C -2.277 0.332 -3.932  -0.090
38 C -3.512 -0.272 -3.650  -0.106
39 C -3.867 -0.496 -2.313  -0.114
40 C -3.096 0.031 -1.288  -0.070
41 H 0.638 2.115 -0.956  0.047
42 H 2.335 2.232 -1.489  0.094
43 H 1.814 0.990 -0.294  0.076
44 H 3.588 3.176 1.964  0.101
45 H 3.640 1.641 1.055  0.050
46 H 4.140 3.136 0.276  0.090
47 H 2.328 5.129 0.803  0.105
48 H 2.827 4.498 -0.799  0.093
49 H 1.122 4.778 -0.448  0.028
50 H 2.176 1.167 2.320  0.060
51 H 1.099 1.091 4.541  0.104
52 H -0.838 2.634 4.959  0.103
53 H -3.623 2.903 2.013  0.101
54 H -4.306 4.410 2.681  0.102
55 H -3.108 4.493 1.377  0.046
56 H -1.347 5.370 4.664  0.095
57 H -1.274 5.880 2.965  0.071
58 H -2.824 6.000 3.869  0.098
59 H -2.478 3.493 5.496  0.077
60 H -3.986 3.877 4.677  0.091
61 H -3.210 2.299 4.386  0.097
62 H -1.646 5.848 1.111  0.098
63 H -0.253 5.878 0.060  0.113
64 H -3.137 5.681 -0.717  0.113
65 H -1.751 6.119 -1.736  0.106
66 H -0.258 4.683 -6.302  0.073
67 H 1.224 4.551 -5.380  0.089
68 H 0.145 3.152 -5.496  0.093
69 H 0.071 4.538 -2.016  0.049
70 H 0.640 3.226 -3.049  0.077
71 H 1.385 4.833 -3.159  0.098
72 H -1.134 6.711 -3.406  0.068
73 H 0.401 6.661 -4.297  0.092
74 H -1.138 6.499 -5.167  0.089
75 H -2.211 4.588 -6.137  0.106
76 H -4.323 3.422 -6.407  0.116
77 H -5.239 2.179 -4.455  0.111
78 H -5.736 1.240 -2.251  0.072
79 H -6.893 2.267 -1.378  0.091
80 H -6.717 2.449 -3.132  0.080
81 H -4.978 5.484 -1.811  0.076
82 H -6.177 4.877 -2.981  0.094
83 H -6.508 4.780 -1.225  0.093
84 H -4.040 3.846 -0.149  0.042
85 H -5.511 2.934 0.121  0.100
86 H -4.056 2.098 -0.467  0.068
87 H -1.528 1.367 0.504  0.112
88 H -0.542 1.349 -3.089  0.099
89 H -1.926 0.390 -4.966  0.108
90 H -4.155 -0.644 -4.454  0.105
91 H -4.744 -1.088 -2.055  0.105
92 H -3.325 -0.155 -0.239  0.113
93 C 7.048 -0.489 0.059  -0.043
94 N 5.993 -1.260 -0.589  -0.167
95 C 6.218 -1.658 -1.969  -0.048
96 C 4.785 -1.456 0.015  -0.206
97 C 3.663 -1.999 -0.678  0.016
98 C 2.380 -1.886 -0.149  -0.009
99 C 2.130 -1.255 1.108  -0.208
100 C 0.852 -1.351 1.801  0.149
101 C 0.258 -2.614 2.089  -0.110
102 C 0.009 -3.058 3.475  -0.104
103 C 0.390 -2.507 4.700  -0.007
104 C 0.430 -3.333 5.844  -0.056
105 C 0.127 -4.709 5.753  -0.059
106 C -0.245 -5.271 4.522  0.001
107 C -0.321 -4.434 3.413  -0.168
108 N -0.339 -4.808 2.075  -0.074
109 C -0.554 -6.185 1.658  0.005
110 C -0.014 -3.751 1.270  0.068
111 C 3.289 -0.748 1.789  -0.036
112 C 4.587 -0.941 1.320  -0.007
113 H 7.359 -0.972 1.006  0.099
114 H 7.892 -0.441 -0.645  0.090
115 H 6.734 0.552 0.307  0.106
116 H 5.935 -2.707 -2.136  0.094
117 H 5.653 -1.056 -2.703  0.105
118 H 7.284 -1.524 -2.187  0.088
119 H 3.844 -2.463 -1.648  0.105
120 H 1.526 -2.297 -0.689  0.117
121 H 0.505 -0.558 2.462  0.109
122 H 0.682 -1.456 4.756  0.102
123 H 0.725 -2.926 6.820  0.113
124 H 0.207 -5.354 6.626  0.111
125 H -0.449 -6.335 4.427  0.110
126 H -1.184 -6.690 2.397  0.096
127 H -1.049 -6.170 0.685  0.101
128 H 0.388 -6.746 1.564  0.111
129 H -0.013 -3.834 0.188  0.141
130 H 3.201 -0.267 2.768  0.121
131 H 5.437 -0.639 1.943  0.114



The following is a DFT calculation (ωB97M-V with the def2-TZVPD basis set) of C56H79CsGeN7S2Si5 as an isolated structure at a distorted geometry.

Maximum force in eV Å⁻¹: 1.457
Highest occupied orbital energy in eV: -3.4
Charge: -1

Each line ends with the Löwdin charge.
Cartesian coordinates (Å):
1 Cs 0.802 -1.045 1.317  0.676
2 N 1.524 -5.473 2.981  0.032
3 C 1.426 -4.483 2.033  -0.929
4 S -0.170 -4.102 1.499  0.430
5 N 2.615 -4.023 1.684  -0.038
6 N 2.652 -3.023 0.752  -0.118
7 C 3.837 -2.738 0.339  -0.225
8 C 5.055 -3.495 0.750  -0.204
9 C 5.198 -4.844 0.443  -0.035
10 C 6.345 -5.529 0.808  -0.088
11 C 7.360 -4.876 1.498  -0.103
12 C 7.221 -3.534 1.815  -0.085
13 C 6.076 -2.846 1.434  -0.034
14 C 4.044 -1.553 -0.550  -0.221
15 C 5.209 -1.448 -1.309  -0.013
16 C 5.441 -0.294 -2.037  -0.056
17 C 4.511 0.730 -1.992  -0.063
18 C 3.358 0.523 -1.249  -0.157
19 N 3.123 -0.580 -0.551  0.036
20 H 0.682 -5.666 3.494  0.056
21 H 2.400 -5.501 3.480  0.082
22 H 4.394 -5.358 -0.068  0.116
23 H 6.444 -6.578 0.561  0.097
24 H 8.252 -5.415 1.792  0.094
25 H 8.000 -3.018 2.361  0.098
26 H 5.972 -1.796 1.678  0.122
27 H 5.927 -2.255 -1.309  0.115
28 H 6.346 -0.194 -2.624  0.106
29 H 4.658 1.661 -2.520  0.102
30 H 2.593 1.290 -1.195  0.090
31 C -0.807 -1.854 -2.746  -0.328
32 Si -2.451 -2.633 -2.298  0.654
33 C -2.867 -2.556 -0.462  -0.246
34 N -3.069 -1.275 0.195  -0.175
35 C -2.900 -1.348 1.664  -0.210
36 C -4.232 -1.480 2.393  -0.173
37 C -5.049 -0.197 2.193  -0.187
38 C -4.756 0.395 0.804  -0.173
39 C -4.374 -0.718 -0.155  -0.227
40 C -3.787 -2.028 -3.475  -0.258
41 C -5.144 -2.217 -3.198  -0.102
42 C -6.126 -1.825 -4.096  -0.087
43 C -5.768 -1.240 -5.304  -0.096
44 C -4.428 -1.060 -5.609  -0.082
45 C -3.454 -1.454 -4.702  -0.099
46 C -2.263 -4.476 -2.627  -0.228
47 C -1.382 -5.233 -1.846  -0.091
48 C -1.208 -6.590 -2.073  -0.080
49 C -1.909 -7.221 -3.091  -0.102
50 C -2.786 -6.489 -3.878  -0.101
51 C -2.959 -5.130 -3.645  -0.092
52 H -0.549 -2.345 -3.691  0.016
53 H -0.080 -2.246 -2.023  0.035
54 H -1.991 -3.041 -0.016  0.004
55 H -3.704 -3.263 -0.289  0.103
56 H -2.401 -0.438 2.018  0.092
57 H -2.245 -2.189 1.897  0.058
58 H -4.058 -1.674 3.453  0.112
59 H -4.773 -2.347 2.004  0.108
60 H -4.798 0.529 2.969  0.102
61 H -6.116 -0.414 2.293  0.102
62 H -3.928 1.104 0.846  0.072
63 H -5.623 0.939 0.419  0.109
64 H -4.363 -0.368 -1.189  0.082
65 H -5.153 -1.504 -0.121  0.117
66 H -5.443 -2.674 -2.261  0.099
67 H -7.171 -1.974 -3.853  0.098
68 H -6.532 -0.928 -6.004  0.096
69 H -4.139 -0.602 -6.546  0.102
70 H -2.413 -1.291 -4.958  0.093
71 H -0.821 -4.774 -1.037  0.032
72 H -0.526 -7.151 -1.446  0.104
73 H -1.773 -8.280 -3.270  0.095
74 H -3.338 -6.976 -4.673  0.095
75 H -3.652 -4.576 -4.268  0.092
76 S -1.281 2.188 0.067  0.651
77 C -2.280 3.506 0.155  -0.878
78 N -2.496 4.398 -0.846  0.026
79 C -3.559 5.326 -0.505  -0.152
80 C -3.532 5.251 1.028  -0.152
81 N -2.997 3.914 1.238  0.012
82 H -2.321 4.094 -1.791  0.115
83 H -4.524 5.000 -0.906  0.113
84 H -3.345 6.329 -0.872  0.112
85 H -4.524 5.354 1.465  0.114
86 H -2.872 6.013 1.454  0.104
87 H -2.674 3.612 2.146  0.072
88 C 4.587 2.609 2.154  -0.231
89 Si 2.958 3.524 2.472  0.256
90 C 2.420 4.216 0.791  -0.230
91 C 3.425 5.033 3.513  -0.228
92 Si 1.370 2.028 3.270  0.286
93 Si 2.335 1.186 5.207  0.250
94 C 3.570 -0.185 4.769  -0.231
95 C 1.003 0.338 6.258  -0.235
96 C 3.262 2.342 6.384  -0.229
97 Si -0.303 3.415 4.085  0.268
98 C -0.671 4.844 2.890  -0.235
99 C -0.099 4.232 5.779  -0.230
100 C -1.921 2.423 4.209  -0.244
101 H 5.313 3.259 1.656  0.021
102 H 4.423 1.731 1.525  0.008
103 H 5.032 2.263 3.089  0.008
104 H 3.253 4.716 0.287  0.020
105 H 1.612 4.941 0.905  0.008
106 H 2.042 3.420 0.147  -0.003
107 H 4.176 5.641 2.997  0.018
108 H 3.829 4.734 4.481  0.005
109 H 2.553 5.661 3.704  0.006
110 H 3.070 -1.013 4.258  0.012
111 H 4.051 -0.591 5.665  0.022
112 H 4.353 0.180 4.101  0.004
113 H 0.479 -0.420 5.672  0.019
114 H 0.256 1.052 6.610  0.003
115 H 1.440 -0.151 7.134  0.020
116 H 4.101 2.823 5.878  0.006
117 H 3.655 1.785 7.240  0.018
118 H 2.607 3.131 6.755  0.008
119 H 0.137 5.577 2.915  0.020
120 H -1.597 5.362 3.166  0.021
121 H -0.755 4.485 1.862  -0.005
122 H 0.744 4.926 5.771  0.017
123 H 0.096 3.491 6.556  0.005
124 H -1.001 4.787 6.057  0.018
125 H -2.096 1.868 3.283  -0.009
126 H -2.792 3.048 4.439  0.025
127 H -1.834 1.677 5.004  0.020
128 Ge -0.301 0.024 -2.967  0.938
129 C 1.102 0.120 -4.335  -0.301
130 C 1.274 -0.863 -5.307  -0.101
131 C 2.244 -0.739 -6.294  -0.091
132 C 3.060 0.382 -6.328  -0.098
133 C 2.903 1.373 -5.370  -0.096
134 C 1.936 1.238 -4.385  -0.142
135 C -1.692 1.273 -3.553  -0.304
136 C -2.932 1.296 -2.918  -0.144
137 C -3.929 2.177 -3.305  -0.089
138 C -3.689 3.080 -4.335  -0.106
139 C -2.453 3.087 -4.967  -0.096
140 C -1.466 2.184 -4.581  -0.100
141 H 0.317 0.560 -1.663  -0.044
142 H 0.653 -1.750 -5.302  0.087
143 H 2.364 -1.520 -7.034  0.099
144 H 3.814 0.482 -7.098  0.096
145 H 3.540 2.249 -5.387  0.100
146 H 1.831 2.022 -3.641  0.104
147 H -3.118 0.617 -2.098  0.066
148 H -4.888 2.162 -2.801  0.105
149 H -4.463 3.772 -4.646  0.096
150 H -2.260 3.787 -5.770  0.096
151 H -0.516 2.193 -5.105  0.089



The following is a DFT calculation (ωB97M-V with the def2-TZVPD basis set) of a 6-piece molecular cluster, C56H88Br2F3O12 overall at a distorted geometry.

Maximum force in eV Å⁻¹: 2.056
Highest occupied orbital energy in eV: -5.3
Charge: -1

Each line ends with the Löwdin charge.
Cartesian coordinates (Å):
1 C -2.725 2.252 -4.806  0.123
2 C -3.554 3.037 -5.211  -0.109
3 C -4.275 4.336 -5.488  -0.193
4 C -5.307 4.730 -4.378  -0.173
5 C -4.720 5.716 -3.297  -0.134
6 C -3.392 5.113 -2.813  -0.156
7 C -3.528 4.006 -1.958  0.035
8 C -2.374 3.327 -1.539  -0.059
9 C -1.059 3.664 -1.894  0.010
10 C -0.901 4.848 -2.699  0.029
11 C 0.508 5.339 -3.055  -0.509
12 F 1.146 4.568 -3.957  0.145
13 F 1.229 5.462 -1.897  0.116
14 F 0.583 6.601 -3.558  0.107
15 C -2.064 5.525 -3.157  -0.075
16 C -1.987 6.758 -4.106  -0.081
17 C -1.363 6.408 -5.506  -0.229
18 O -0.630 7.239 -5.981  0.046
19 C 0.066 2.728 -1.437  -0.204
20 O 1.131 2.902 -1.987  0.062
21 C -0.213 1.431 -0.709  0.004
22 C -1.582 1.090 -0.352  -0.027
23 C -1.967 -0.136 0.224  -0.089
24 C -3.389 -0.522 0.653  -0.119
25 C -3.831 0.050 2.040  -0.174
26 C -3.051 -0.474 3.280  -0.185
27 C -1.572 0.016 3.395  -0.151
28 C -1.174 0.603 4.761  -0.221
29 O 0.026 1.359 4.507  -0.219
30 C 0.719 1.674 5.711  -0.122
31 C -0.912 -1.102 0.409  -0.086
32 C -1.295 -2.493 0.937  -0.141
33 O -2.022 -3.275 -0.017  -0.141
34 C -1.459 -3.253 -1.324  -0.212
35 C -2.298 -2.426 -2.348  -0.195
36 C -1.681 -2.531 -3.805  -0.105
37 C 0.406 -0.758 0.114  -0.024
38 C 1.407 -1.935 0.368  -0.753
39 O 1.751 -2.259 1.512  -0.064
40 O 1.796 -2.543 -0.673  -0.050
41 C 0.832 0.532 -0.416  -0.119
42 C 2.341 0.611 -0.554  -0.495
43 Br 2.936 0.588 1.414  0.772
44 C 3.215 1.777 -1.098  -0.696
45 C 3.267 3.071 -0.202  -0.229
46 Br 5.114 1.074 -0.974  0.627
47 C -2.632 2.136 -0.595  -0.244
48 O -3.687 2.183 0.013  0.067
49 H -1.906 1.581 -4.568  0.038
50 H -4.803 4.186 -6.455  0.110
51 H -3.592 5.190 -5.626  0.079
52 H -5.612 3.790 -3.870  0.112
53 H -6.207 5.142 -4.877  0.106
54 H -4.707 6.768 -3.613  0.100
55 H -5.437 5.653 -2.448  0.117
56 H -4.516 3.643 -1.638  0.136
57 H -1.384 7.534 -3.598  0.125
58 H -2.965 7.219 -4.316  0.100
59 H -1.555 5.426 -6.005  0.131
60 H -3.604 -1.603 0.622  0.114
61 H -4.066 -0.074 -0.110  0.116
62 H -3.808 1.154 2.099  0.100
63 H -4.907 -0.220 2.158  0.114
64 H -3.103 -1.580 3.385  0.094
65 H -3.589 -0.071 4.174  0.103
66 H -0.851 -0.763 3.078  0.116
67 H -1.443 0.846 2.662  0.121
68 H -1.907 1.344 5.159  0.121
69 H -0.992 -0.191 5.520  0.125
70 H 0.085 1.550 6.607  0.080
71 H 1.633 1.034 5.751  0.090
72 H 1.108 2.710 5.596  0.085
73 H -2.004 -2.325 1.777  0.091
74 H -0.464 -3.073 1.380  0.128
75 H -0.381 -2.995 -1.382  0.110
76 H -1.528 -4.303 -1.704  0.128
77 H -3.332 -2.814 -2.430  0.104
78 H -2.322 -1.347 -2.114  0.088
79 H -2.370 -3.031 -4.511  0.062
80 H -0.702 -3.050 -3.767  0.078
81 H -1.497 -1.505 -4.194  0.051
82 H 2.729 -0.333 -1.000  0.088
83 H 3.156 2.012 -2.167  0.069
84 H 3.414 3.913 -0.919  0.075
85 H 4.165 3.097 0.435  0.029
86 H 2.334 3.246 0.358  0.064
87 C 10.932 0.243 -0.220  -0.086
88 C 9.590 -0.064 0.424  -0.283
89 O 8.519 -0.109 -0.496  -0.183
90 C 8.597 -1.102 -1.504  -0.282
91 C 8.610 -2.521 -0.958  -0.074
92 H 10.864 1.136 -0.844  0.080
93 H 11.695 0.402 0.544  0.072
94 H 11.267 -0.578 -0.859  0.063
95 H 9.348 0.732 1.131  0.118
96 H 9.637 -0.993 1.005  0.107
97 H 9.461 -0.921 -2.153  0.105
98 H 7.708 -0.971 -2.124  0.109
99 H 9.534 -2.732 -0.415  0.063
100 H 8.530 -3.242 -1.773  0.077
101 H 7.781 -2.676 -0.266  0.083
102 C 2.022 0.573 -6.392  -0.071
103 C 0.606 0.388 -5.877  -0.281
104 O -0.382 0.446 -6.897  -0.173
105 C -0.301 -0.544 -7.904  -0.281
106 C -0.465 -1.960 -7.377  -0.078
107 H 2.093 1.471 -7.008  0.083
108 H 2.721 0.658 -5.560  0.078
109 H 2.338 -0.273 -7.007  0.067
110 H 0.375 1.202 -5.186  0.105
111 H 0.513 -0.542 -5.307  0.102
112 H 0.632 -0.440 -8.470  0.106
113 H -1.114 -0.332 -8.602  0.116
114 H 0.382 -2.256 -6.754  0.071
115 H -0.534 -2.669 -8.204  0.075
116 H -1.365 -2.041 -6.764  0.067
117 C -6.757 2.019 6.812  -0.082
118 C -5.291 2.331 7.064  -0.283
119 O -4.573 2.652 5.888  -0.171
120 C -5.004 3.802 5.182  -0.278
121 C -4.892 5.086 5.986  -0.082
122 H -6.861 1.269 6.026  0.083
123 H -7.229 1.645 7.723  0.074
124 H -7.307 2.906 6.493  0.064
125 H -4.809 1.444 7.480  0.118
126 H -5.181 3.126 7.810  0.106
127 H -6.024 3.660 4.806  0.108
128 H -4.358 3.877 4.306  0.120
129 H -5.600 5.100 6.818  0.064
130 H -5.103 5.950 5.355  0.075
131 H -3.890 5.190 6.407  0.082
132 C 7.196 -6.160 3.698  -0.088
133 C 7.193 -4.975 2.747  -0.291
134 O 6.810 -5.309 1.428  -0.171
135 C 5.495 -5.827 1.271  -0.280
136 C 4.405 -4.856 1.689  -0.071
137 H 7.775 -6.987 3.280  0.078
138 H 7.628 -5.876 4.660  0.071
139 H 6.185 -6.528 3.883  0.065
140 H 8.207 -4.576 2.676  0.113
141 H 6.566 -4.164 3.133  0.110
142 H 5.395 -6.782 1.800  0.101
143 H 5.383 -6.047 0.208  0.116
144 H 4.412 -4.686 2.768  0.067
145 H 3.423 -5.244 1.420  0.081
146 H 4.542 -3.887 1.207  0.087
147 C -1.720 -4.607 4.099  -0.064
148 C -3.093 -4.893 4.680  -0.282
149 O -4.130 -4.879 3.714  -0.165
150 C -4.031 -5.840 2.677  -0.278
151 C -4.073 -7.276 3.176  -0.085
152 H -1.740 -3.695 3.501  0.056
153 H -0.984 -4.492 4.896  0.082
154 H -1.384 -5.417 3.449  0.075
155 H -3.343 -4.113 5.402  0.115
156 H -3.096 -5.840 5.233  0.104
157 H -3.136 -5.660 2.072  0.109
158 H -4.888 -5.668 2.024  0.118
159 H -3.179 -7.526 3.751  0.064
160 H -4.134 -7.969 2.335  0.074
161 H -4.935 -7.432 3.828  0.078